Molecular formula: C62H166BN8O42
Method: DFT, ωB97M-V with the def2-TZVPD basis set

The geometry in XYZ format:
```
279
Properties=species:S:1:pos:R:3:forces:R:3
H -6.722 12.474 37.179 0.351 -0.182 -0.290
O 5.029 18.821 25.158 0.173 -0.048 0.489
H -3.906 9.523 24.099 0.596 -0.805 -1.236
H -1.542 8.715 26.966 -0.208 0.035 -0.045
C -1.291 13.215 30.643 -1.545 -0.800 1.545
C -5.511 12.564 30.365 -2.059 0.877 0.252
C -4.640 15.744 26.773 -1.764 1.372 -0.988
H 3.085 23.940 30.814 0.626 0.376 0.136
H 3.263 13.080 28.582 -0.199 -0.310 0.088
H -8.225 16.475 26.055 0.027 0.255 -0.340
C -0.471 13.225 25.682 1.018 -0.620 -0.500
C -2.879 11.041 22.895 1.072 -0.822 2.089
H -4.468 16.469 31.243 -0.091 0.035 0.018
H -1.430 18.769 31.028 0.443 0.468 0.234
H 3.889 21.656 33.861 -0.389 -0.338 0.335
N -8.246 12.245 34.786 0.467 -0.723 0.374
H 3.817 16.547 26.701 1.102 0.072 -0.385
C -5.383 6.809 32.984 -0.473 1.012 -0.878
H 4.807 13.638 29.030 0.322 0.088 -0.250
O 1.626 14.906 29.611 0.037 -0.021 -0.225
C 2.203 16.056 29.885 2.892 1.366 -0.471
C 6.881 17.094 25.186 -0.011 0.836 0.252
C -7.398 8.006 32.038 0.780 0.050 0.468
H -6.543 10.297 27.254 0.002 0.791 0.088
H -8.315 15.295 27.272 -0.080 -0.709 0.121
H -10.994 11.405 26.540 -0.207 0.341 0.008
C 5.608 15.475 34.698 1.096 0.016 0.633
H 0.120 10.381 34.847 0.112 -0.169 -0.029
O 2.783 22.916 29.089 0.759 -1.973 -0.508
N -5.724 13.087 23.479 2.099 0.048 -0.010
O -0.989 9.363 27.410 0.847 -0.395 0.103
H 1.153 17.307 33.746 0.511 0.388 0.334
C -7.162 9.781 27.987 0.136 1.123 -2.175
O 1.229 18.116 30.975 0.643 -2.671 -0.873
H 7.008 19.121 24.706 0.188 0.355 0.262
O -2.346 19.789 24.745 -1.066 0.501 -1.073
H 4.854 15.008 35.332 0.251 -0.287 0.599
H -0.674 20.566 25.644 0.630 0.039 -0.451
H -4.661 15.410 27.810 0.664 -0.759 -0.036
C -0.435 18.445 25.228 -0.728 -0.261 0.836
O -9.189 10.857 27.082 0.937 -0.703 1.598
H 4.468 19.991 34.366 0.047 0.194 0.321
H 3.240 18.502 31.368 -0.207 -0.269 -0.108
H 0.074 8.857 31.229 0.005 0.063 -0.043
H -0.751 8.048 29.868 -0.112 0.263 -0.192
C 4.220 12.722 28.962 0.702 1.603 -0.539
C 4.948 16.767 34.323 -0.021 0.718 -1.661
H -2.747 9.051 32.238 0.344 -0.343 0.605
C 4.129 12.098 30.337 0.071 -0.187 -0.404
H -5.937 6.532 33.881 -0.327 0.273 0.140
H 3.309 19.518 29.748 0.028 0.004 -0.150
H -8.003 8.132 31.140 0.018 -1.176 -0.285
H 5.186 18.005 32.856 -0.294 0.264 -0.240
H -0.356 20.241 28.595 0.449 0.174 -0.334
H 1.314 13.711 26.775 0.303 0.030 0.081
H 1.399 14.103 35.259 -0.309 -0.286 0.022
H 4.481 17.312 35.143 0.273 -0.237 0.459
H -1.012 11.621 34.302 -0.097 0.163 0.446
H 6.735 18.680 26.432 -0.686 0.966 0.178
H 2.919 20.588 31.792 -0.038 0.367 0.016
H -2.967 7.290 31.771 0.395 0.163 -0.056
H 2.869 18.991 28.096 0.379 -0.071 -0.104
H -3.975 18.855 31.176 0.571 0.328 0.273
C -6.926 13.390 36.624 0.378 0.278 -1.782
N -4.125 18.062 29.236 -0.809 0.367 0.679
N 1.401 9.879 29.151 -1.412 -0.617 0.264
H -1.628 19.617 26.615 -0.192 -0.747 0.241
O -6.267 11.549 31.088 1.056 -0.177 0.234
C 5.031 12.722 31.447 0.719 -0.017 -1.658
H -4.132 10.691 25.933 -0.345 0.060 0.770
H 2.188 15.796 23.419 -0.212 0.025 0.097
H -0.811 12.467 24.975 0.069 -0.450 0.180
O -4.010 9.605 27.593 1.197 0.123 -0.726
H -2.555 10.064 24.945 1.028 0.539 -0.599
H 6.325 16.473 26.994 0.157 0.315 0.616
O 2.598 15.083 23.912 0.214 -0.259 -0.435
H 0.107 15.242 33.666 -0.104 -0.662 -0.197
O 1.851 12.674 24.995 -0.548 -0.265 1.092
H 2.785 8.772 31.082 0.419 -0.102 0.025
N -6.325 9.399 29.099 -0.658 0.080 0.243
H -1.399 18.058 29.484 -0.442 -0.060 -0.662
O 5.404 20.989 32.798 0.073 0.827 0.311
C 1.386 8.467 29.517 0.593 -0.876 1.023
H -2.013 11.042 26.947 -0.565 0.189 0.021
H 2.184 9.968 28.519 -0.079 0.279 -0.456
H 2.429 15.813 26.633 -0.872 -0.707 -1.145
H -2.723 9.108 29.184 -0.197 -0.186 0.070
H 5.813 16.859 30.836 0.434 0.306 0.788
C -7.282 14.197 24.910 -0.562 1.897 1.680
H -7.009 11.376 25.254 0.286 0.256 0.094
H -4.327 13.873 25.717 -0.341 0.021 -0.236
H -8.821 12.407 35.599 -0.750 0.186 -0.117
H 5.865 19.516 29.555 -0.217 0.280 -0.880
H 4.276 16.231 23.980 -0.096 0.795 0.457
C 3.855 20.936 28.210 0.469 -0.827 -0.014
H 5.776 20.266 32.287 -0.267 -0.575 -0.134
C -4.294 7.874 33.310 0.301 0.613 -1.336
H 4.536 22.111 30.036 -0.572 -0.694 0.474
H -0.577 15.360 35.288 -0.009 -0.184 0.300
H 5.161 16.924 29.062 -0.509 -0.282 -0.614
O -0.175 13.827 30.972 0.770 -0.431 0.694
H -7.960 13.659 30.579 -0.155 0.027 0.107
H 3.124 18.184 25.258 0.405 -0.209 0.292
O -4.780 13.580 34.507 0.679 -1.059 -0.917
H -5.739 12.403 29.311 0.241 0.155 -0.308
H 2.307 19.660 33.167 -0.193 0.297 0.316
H -2.383 7.480 33.876 0.115 0.713 0.018
H -4.171 18.959 28.773 0.428 0.412 -0.195
H -2.322 20.644 24.309 0.010 -0.084 0.048
C -3.434 8.214 32.111 -1.614 0.684 -1.862
O -1.289 17.312 25.064 0.477 0.830 -0.097
C -1.770 10.457 27.834 -1.143 0.039 -0.182
C 2.733 8.208 30.151 -0.503 -0.898 0.175
H -2.551 12.073 23.022 0.266 0.100 0.163
H -6.133 14.123 36.768 0.229 -0.246 0.092
H 2.049 13.522 24.591 0.022 0.485 -0.182
H -2.974 15.975 30.483 0.003 0.371 -0.519
O -6.275 7.135 31.857 0.416 0.013 0.375
O 3.369 16.426 29.616 -3.668 -1.376 0.803
H 3.515 8.466 29.437 0.140 0.283 0.177
C -6.011 14.001 30.712 0.062 -0.456 -0.534
H 4.133 16.455 33.670 -0.460 -0.093 0.087
C -3.420 16.740 31.119 0.214 0.648 0.023
H -2.923 14.800 26.123 0.362 -0.133 -0.165
H -6.991 8.915 29.684 0.655 -0.423 0.693
H -8.967 10.024 29.022 -0.797 -0.331 -0.007
H -1.160 11.142 28.423 0.105 -0.405 0.412
C -1.257 19.647 25.591 -0.160 0.493 0.715
H 7.981 18.435 31.116 -0.078 -0.208 -0.011
H -5.520 12.345 22.825 -0.969 0.069 -1.238
H 1.680 24.336 29.944 -0.017 0.369 -0.456
O 6.378 12.563 30.966 1.029 -0.664 0.719
H 5.741 20.941 27.498 0.471 0.159 0.017
B 0.196 14.899 30.037 -0.714 0.180 0.650
O 0.259 6.849 31.187 0.680 0.049 -0.663
H 1.046 11.943 26.676 -0.425 0.065 0.240
H 1.932 20.204 28.858 0.008 0.124 0.288
H -3.247 11.056 21.039 -0.194 0.045 -0.068
H 1.410 12.036 35.680 0.315 -0.045 0.185
H -7.861 7.837 28.049 -0.100 -0.684 -0.430
O -1.890 12.388 31.330 1.185 1.412 -1.662
H 7.431 12.905 32.781 -0.586 0.343 0.268
O -7.358 14.296 30.186 1.752 -0.347 0.418
C -3.033 9.957 28.576 0.374 0.974 -0.615
C 0.166 8.094 30.455 0.753 -0.355 -0.390
H -7.908 11.320 35.013 -0.002 -0.696 -0.280
H -0.524 5.348 29.915 -0.293 0.152 0.098
H -7.791 13.815 37.133 -0.450 0.093 -0.559
O -0.639 14.482 24.966 0.400 -0.672 1.316
H -7.652 13.314 23.001 -0.392 0.441 0.026
H 8.393 13.171 31.406 -0.187 -0.796 -0.771
H 7.269 14.915 35.693 -0.254 -0.167 -0.085
C 7.337 18.356 30.240 -1.841 -0.957 0.010
H -7.160 11.796 31.340 0.030 0.446 -0.194
H -5.693 15.880 26.529 -0.503 -0.884 -0.316
H 0.637 12.792 33.083 -0.308 -0.016 -0.590
C -5.748 12.558 34.357 -1.969 1.535 0.968
C 6.406 18.538 25.402 0.596 -1.271 -0.452
H -3.701 12.193 33.255 -0.416 0.109 -0.075
C 0.393 5.670 30.407 0.556 -0.281 -0.103
C 2.735 24.108 29.796 -0.140 -0.450 0.493
H 0.719 17.215 36.405 0.169 -0.333 -0.338
H -5.914 12.384 33.294 -0.242 -0.169 -0.008
H -8.070 8.534 26.378 -0.380 0.255 0.351
C 1.160 16.943 30.604 -1.825 1.864 0.705
O 0.424 17.778 35.685 -0.182 1.229 -0.096
H -2.950 16.565 32.086 0.099 0.633 0.190
H -6.796 15.100 24.542 0.378 0.013 0.076
C 0.985 12.890 26.139 -0.302 0.390 -2.041
H 0.179 18.312 26.118 0.738 -0.217 -0.307
H -0.315 20.605 30.286 0.313 0.562 0.209
H -0.559 17.269 33.899 -0.334 0.684 0.358
H -0.715 16.588 24.805 -0.161 -0.397 0.251
H -5.398 11.630 34.809 -0.127 -0.231 0.309
H 4.934 18.962 24.213 0.028 0.045 -0.081
H 7.380 16.187 30.375 0.172 -0.063 0.020
H 4.456 11.080 30.127 0.327 -0.266 0.908
H -6.832 13.885 25.853 0.495 0.023 0.129
H -4.882 5.894 32.669 0.098 0.019 -0.277
H -10.879 11.292 28.278 0.222 -0.393 0.290
C 0.033 11.424 34.543 0.106 0.187 -0.730
O -3.874 15.538 24.477 -0.430 -0.389 -0.060
H 5.772 14.773 33.881 -0.126 0.340 -0.480
H -4.220 17.330 27.680 0.652 0.440 0.274
H 4.677 12.094 28.198 0.039 -0.057 0.124
O -8.642 14.588 25.261 -0.206 -0.581 -0.023
O 5.753 17.675 33.557 0.579 -0.857 0.759
H 0.540 9.874 28.623 0.041 1.114 -0.746
C 2.957 19.843 28.769 -0.742 0.697 0.264
H 1.178 5.656 29.650 0.034 0.921 -0.431
H -8.017 7.628 32.852 -0.168 0.296 0.095
C 6.646 16.958 30.141 0.994 0.237 1.711
O -3.767 10.945 21.837 -1.813 0.013 -0.501
O 2.115 11.434 33.372 1.498 -0.291 1.647
C 7.364 13.262 31.754 -0.403 0.047 -0.804
C -10.334 11.598 27.385 -0.959 0.156 -0.892
H 0.792 4.852 31.006 -0.601 0.110 0.740
H -5.944 14.225 31.776 -0.345 -0.381 0.311
C 0.788 11.727 33.263 -1.550 -0.766 0.744
O 3.781 18.788 32.108 0.752 -0.694 -0.221
H -0.448 14.307 24.042 0.030 -0.175 0.000
H -4.077 14.852 23.837 -0.336 0.010 -0.365
N 5.154 20.273 27.976 0.431 0.373 0.242
H -4.730 8.780 33.732 -0.316 0.037 -0.018
O 6.069 16.645 28.920 -0.220 0.564 -1.517
C -8.432 10.609 28.274 0.543 -0.327 -0.167
H -10.166 12.672 27.465 0.339 0.146 -0.059
O 0.487 12.279 35.582 -0.166 0.090 0.275
H 1.364 7.868 28.606 -0.436 -0.294 -0.141
H -7.123 9.055 32.147 0.481 0.118 0.879
H 5.012 19.553 27.282 -0.269 -0.187 -0.003
O 6.903 15.719 35.318 -0.922 0.199 0.031
C -1.750 13.865 29.303 -1.257 -1.587 -1.074
H 4.823 12.229 32.397 0.223 -0.087 0.163
O -2.095 20.060 29.544 -1.907 -0.022 0.005
O 1.497 15.055 35.186 0.403 0.554 0.300
H 0.137 18.631 24.319 0.290 0.033 0.004
O -2.719 13.580 28.611 1.424 0.366 1.541
C -3.613 13.151 33.766 0.647 0.808 0.659
H -5.140 12.625 24.160 -0.002 0.581 1.335
H -9.813 15.820 26.438 0.022 -0.303 -0.085
C -3.333 10.433 24.277 -0.819 -1.964 -1.494
C 3.208 19.947 32.625 -0.148 1.111 0.836
O -4.267 11.076 25.064 -0.498 2.276 0.603
H -7.377 14.017 34.477 0.594 0.480 0.379
N -3.324 7.350 34.218 0.305 -1.715 1.940
H 3.510 21.184 27.206 -0.605 0.693 0.171
O -0.795 14.682 28.987 0.666 1.481 -1.367
H 2.253 11.335 30.168 0.122 -1.002 0.152
O 6.451 16.129 26.107 -0.377 -0.338 -1.205
C 4.237 20.672 33.547 0.044 -0.894 -1.843
C -0.904 20.758 29.382 1.214 -1.347 -0.062
H -8.248 11.553 28.789 0.511 0.335 -0.122
H -3.301 13.921 33.060 -0.333 0.017 -0.215
H 7.199 14.328 31.597 -0.367 0.251 0.879
H -4.047 8.575 31.285 -0.244 -0.125 -0.319
H 2.817 7.132 30.308 0.277 0.029 0.479
C 0.358 17.097 34.461 0.029 -2.011 0.410
H -5.099 17.904 29.454 -0.431 -0.349 0.067
C -7.447 8.479 27.271 -0.092 -0.025 -0.160
C -8.761 15.563 26.315 0.777 -0.046 -0.945
H 2.450 11.686 32.509 0.905 0.046 -1.112
H -3.370 6.347 34.106 -0.168 -0.579 0.590
H 4.973 13.806 31.545 -1.044 0.246 0.144
O 6.334 19.371 30.380 1.322 -0.401 0.741
H -4.442 12.419 30.522 -0.125 0.031 0.382
O -4.229 17.109 26.745 0.605 -0.565 -0.415
H -1.058 13.104 26.593 -0.586 0.956 -0.203
C -1.976 18.762 30.084 -0.899 -0.372 2.263
H -2.081 10.366 22.587 0.840 0.325 0.595
N 2.749 12.000 30.745 -1.033 0.152 0.836
C 0.301 15.585 34.682 -0.248 0.662 -1.239
H 2.197 12.797 30.465 0.430 0.934 0.340
H -8.596 11.665 24.667 -0.136 0.405 -0.049
C -7.095 13.119 35.026 0.990 -0.122 1.169
H 4.797 22.842 28.555 0.090 0.258 -0.550
C 3.068 16.352 25.934 2.154 0.470 0.147
C -7.090 13.119 23.915 -1.474 -1.881 -1.287
C -3.934 14.889 25.724 1.112 0.630 1.844
O 2.478 17.563 25.605 -1.586 0.700 -0.408
H -6.480 8.139 26.901 -0.032 -0.512 0.352
C -7.547 11.740 24.379 -0.544 -0.588 0.556
H 4.355 14.882 25.018 -0.347 -0.450 -0.123
H -4.885 9.578 27.988 -0.260 -0.571 0.627
H 7.958 17.234 25.276 0.457 -0.237 -0.201
C 4.063 22.213 29.060 -1.101 0.646 -0.836
H -7.409 10.967 23.623 0.199 0.162 -0.325
H -0.993 21.805 29.094 -0.581 -0.140 0.275
H -3.434 10.739 29.221 0.130 0.104 0.109
H -5.292 14.706 30.295 -0.377 0.024 -0.605
O 0.027 16.224 30.695 1.177 0.176 -0.295
H 7.945 18.395 29.336 0.114 0.651 -0.246
H 3.279 24.867 29.233 0.010 0.472 0.409
H -2.765 13.053 34.444 -0.030 -0.050 0.280
H -5.936 10.159 29.639 -0.466 0.301 0.201
H 0.388 11.028 32.530 -0.692 0.553 -0.680
H 6.669 16.826 24.151 -0.159 -0.635 0.072
C -3.404 18.201 30.517 1.237 -1.340 -1.837
C 3.664 15.648 24.668 -0.659 -0.491 1.708
```
Positions in Å, forces in eV/Å.

The orbital gap is 0.284 hartree. The calculation puts the LUMO energy at 1.42 eV. The value obtained for the HOMO energy is -0.231 Eh. The charge is -1. The electronic energy comes out at -165571.784 eV.